Record 1
{
  "formula": "C6H12O",
  "method": "ωB97M-V/def2-TZVPD",
  "elements": ["H", "H", "H", "C", "C", "H", "H", "H", "C", "H", "H", "H", "H", "H", "H", "C", "C", "C", "O"],
  "xyz": [[-1.616, 0.731, -1.060], [0.582, 1.162, -1.332], [-1.463, 1.520, 0.925], [1.131, 0.528, 0.618], [0.369, 1.365, -0.275], [2.152, -1.347, 0.948], [2.338, -0.628, -0.673], [-2.444, -0.628, 0.543], [-1.057, 0.901, 0.115], [-0.818, -1.214, 0.856], [0.822, -1.402, -0.263], [-0.449, -0.874, -1.803], [-2.065, -1.675, -1.686], [1.787, 0.276, 2.381], [0.470, 2.429, -0.053], [1.638, -0.787, 0.159], [-1.433, -0.861, -1.320], [-1.414, -0.583, 0.170], [1.433, 0.991, 1.832]],
  "orbital_gap_ev": [8.18, 6.03],
  "e_homo_ev": [-7.505, -5.925],
  "lumo_ev": [0.7, 0.1],
  "total_energy_ha": -310.843864,
  "relative_energy_kj_mol": 565.6
}

=====

Record 2
{
  "formula": "C6H12O",
  "method": "ωB97M-V/def2-TZVPD",
  "elements": ["H", "H", "H", "C", "C", "H", "H", "C", "O", "H", "H", "H", "C", "C", "H", "H", "C", "H", "H"],
  "xyz": [[-0.739, -2.253, 0.219], [2.572, -0.474, -0.845], [-0.753, -1.204, 1.640], [1.012, -1.095, 0.484], [-1.339, -0.233, -0.224], [-2.387, -0.549, -0.152], [1.003, -0.695, -1.682], [-0.499, -1.240, 0.576], [1.701, -1.065, 1.484], [-1.926, 1.818, -0.383], [0.101, 2.907, 0.463], [0.851, 1.369, 0.864], [0.146, 1.850, 0.178], [1.657, -1.072, -0.890], [1.941, -2.100, -1.151], [-1.084, -0.296, -1.290], [-1.247, 1.224, 0.241], [-1.631, 1.302, 1.267], [0.565, 1.798, -0.835]],
  "orbital_gap_ev": 10.47,
  "smiles": "CCCCC(C)=O",
  "e_homo_ev": -9.514,
  "lumo_ev": 1.0,
  "total_energy_ha": -311.052052,
  "relative_energy_kj_mol": 19.0
}

=====

Record 3
{
  "formula": "C6H12O",
  "method": "ωB97M-V/def2-TZVPD",
  "elements": ["H", "H", "H", "H", "O", "H", "C", "C", "H", "H", "C", "H", "C", "H", "H", "H", "C", "C", "H"],
  "xyz": [[-1.621, 2.320, -0.697], [0.945, 1.528, 0.252], [-2.716, -1.563, 0.751], [-2.482, 0.834, 1.037], [1.093, -0.553, 1.760], [-1.303, 0.872, -1.800], [-1.675, 1.245, -0.850], [2.710, 0.001, -0.265], [-1.180, -1.508, -0.121], [-2.693, -1.353, -1.007], [-2.131, 0.419, 0.091], [1.137, -1.484, -0.043], [0.973, 0.650, -0.421], [0.389, 0.056, 2.025], [2.877, -0.389, -1.267], [3.293, -0.571, 0.465], [1.195, -0.477, 0.375], [-2.188, -1.078, -0.075], [3.049, 1.037, -0.183]],
  "orbital_gap_ev": 9.21,
  "e_homo_ev": -8.245,
  "lumo_ev": 1.0,
  "total_energy_ha": -310.867226,
  "relative_energy_kj_mol": 504.2
}

=====

Record 4
{
  "formula": "C6H12O",
  "method": "ωB97M-V/def2-TZVPD",
  "elements": ["H", "H", "H", "C", "H", "C", "C", "H", "C", "C", "H", "H", "H", "C", "H", "H", "O", "H", "H"],
  "xyz": [[-0.959, 0.698, 0.991], [0.781, -1.409, -1.337], [0.176, -0.555, -2.875], [1.390, 1.608, 1.398], [-0.887, -1.501, 2.009], [1.445, 1.979, 0.124], [0.149, -0.650, -1.796], [-2.157, -0.403, 0.172], [-0.651, 0.115, -1.062], [-0.525, -1.474, 0.979], [1.236, 0.570, 1.685], [1.515, 3.021, -0.176], [-0.660, -2.858, -0.446], [-1.090, -0.194, 0.336], [1.432, 1.247, -0.673], [-1.165, 0.963, -1.520], [-0.992, -2.705, 0.447], [0.576, -1.459, 1.005], [1.575, 2.311, 2.204]],
  "orbital_gap_ev": 10.67,
  "smiles": "C=CCCO.C=C",
  "e_homo_ev": -9.629,
  "lumo_ev": 1.0,
  "total_energy_ha": -310.965691,
  "relative_energy_kj_mol": 245.7
}